No. 1
Computed, not measured: a 2-piece molecular cluster, C3H13N4 overall, with ωB97M-V with the def2-TZVPD basis set.

The geometry in XYZ format:
```
20
Properties=species:S:1:pos:R:3:forces:R:3:nbo_charge:R:1
C 1.669205 0.772043 -0.826033 -1.4 1.1 0.7 -0.4375
C -0.530674 -1.286169 1.411772 2.0 -1.2 1.7 -0.4576
C -0.010593 -1.441345 -0.979691 -2.3 0.2 -1.6 -0.4490
N -1.138566 1.878074 0.543942 0.2 0.5 -3.7 -0.5263
N 1.062453 0.248098 0.394285 -1.8 -1.3 1.5 -0.4162
N -1.644918 0.775396 0.046066 0.2 -0.6 0.3 -0.2399
N -0.113505 -0.605871 0.209936 0.7 2.5 -0.8 -0.1061
H 0.985347 1.414740 -1.352568 -0.4 0.9 -0.2 0.1671
H 2.533062 1.315333 -0.537429 0.7 0.6 0.3 0.2463
H 1.936427 0.110399 -1.597922 0.6 -1.6 -0.2 0.2268
H -1.076090 -2.162158 1.208777 -1.1 -0.8 -1.0 0.2404
H 0.394543 -1.783240 1.832125 -0.8 1.1 0.2 0.2372
H -1.156088 -0.779249 2.167573 0.8 0.6 -0.6 0.2432
H 0.185214 -0.766138 -1.856946 -0.9 -0.8 0.7 0.2210
H 0.800132 -2.117406 -1.039548 1.1 -0.8 0.8 0.2343
H -0.971854 -2.092024 -1.082576 1.6 1.5 0.0 0.2496
H -1.063230 2.153314 1.498684 -0.8 -0.6 0.9 0.4149
H -0.864846 2.619751 -0.124547 0.1 -0.6 0.7 0.3917
H 0.732061 0.977161 1.114830 1.0 -1.1 -1.7 0.3762
H -1.728081 0.769291 -1.030730 0.5 0.6 2.1 0.3837
```
Forces are in eV/Å.

HOMO energy (spin up / spin down) in eV: -13.03 / -13.03
ΔE to the lowest compared entry with this formula, charge and spin in eV: 6.1908
Energy in eV: -9271.3536
LUMO level (spin up / spin down) in hartree: -0.160 / -0.160
Total charge: +1
Frontier orbital gap (spin up / spin down) in eV: 8.7 / 8.7


No. 2
Computed, not measured: a 2-piece molecular cluster, C3H13N4 overall, with ωB97M-V with the def2-TZVPD basis set.

The geometry in XYZ format:
```
20
Properties=species:S:1:pos:R:3:forces:R:3:nbo_charge:R:1
N -0.222331 -1.230693 0.229387 0.0 -0.2 -0.1 -0.7200
C -0.337448 -0.195332 -0.838908 -0.1 0.0 -0.1 -0.2282
C -0.721672 -0.789572 -2.187897 0.1 0.2 0.1 -0.2349
N -0.565120 0.248458 -3.192110 -0.2 0.0 -0.1 -0.8269
H -1.076087 -1.781097 0.317509 -0.1 0.0 -0.1 0.4206
H 0.525552 -1.888866 0.011651 0.0 0.0 0.0 0.4187
H -0.021291 -0.787802 1.214882 0.0 0.1 0.2 0.4575
H -1.072137 0.544579 -0.522056 0.0 0.0 0.1 0.2211
H 0.621009 0.303735 -0.934434 0.1 0.0 0.0 0.2173
H -0.040148 -1.606809 -2.425542 0.0 -0.1 0.0 0.1978
H -1.735206 -1.196281 -2.131210 -0.1 -0.2 0.0 0.1828
H -0.414039 -0.163955 -4.103253 0.1 0.0 0.0 0.3808
H -1.409797 0.803663 -3.270752 0.1 0.1 0.0 0.3687
N 1.514753 1.687899 1.919586 0.0 -0.1 0.0 -0.7744
C 0.730702 1.071053 2.814902 0.0 0.0 0.1 0.3426
N 0.152773 -0.060964 2.623820 0.1 0.2 -0.1 -0.8087
H 1.828851 1.210398 1.091982 0.0 0.1 0.0 0.3946
H 1.997843 2.524763 2.190398 0.0 0.0 -0.1 0.4190
H 0.608754 1.628372 3.738765 0.0 0.0 0.1 0.1865
H -0.364961 -0.321547 3.453281 -0.1 -0.2 -0.1 0.3849
```
Forces are in eV/Å.

HOMO energy in eV: -13.20
ΔE to the lowest compared entry with this formula, charge and spin in eV: 0.9811
Energy in eV: -9276.5633
LUMO level in hartree: -0.103
Total charge: +1
Frontier orbital gap in eV: 10.4